221
Properties=species:S:1:pos:R:3:mulliken_charge:R:1 method="wB97M-V/def2-TZVPD" smiles=CC1(C)CCCC(C)(C)N1O.CC1(C)CCCC(C)(C)N1O.CC1(C)CCCC(C)(C)N1O.CC1(C)CCCC(C)(C)N1O.CC1(C)CCCC(C)(C)N1O.COC[C@H](C)N.COC[C@H](C)N.COC[C@H](C)N.OCCO.OCCO orbital_gap_ev=8.2 charge=0 fmax_ev_per_a=5.521
C 14.80605 12.24023 8.66942 -1.74
C 15.86714 13.27220 8.63352 1.63
C 17.06544 12.70333 7.84336 -1.42
C 15.24383 14.52121 7.98189 -1.45
C 16.06107 15.79119 8.13969 -0.66
C 16.32889 16.05376 9.60748 -0.94
C 16.93050 14.91299 10.32981 3.67
C 18.45958 14.91543 10.04143 -0.84
C 16.77032 15.17286 11.87899 -2.03
N 16.22844 13.64243 10.03472 0.52
O 16.65668 12.55786 10.94394 -0.55
H 13.94298 12.63360 9.20650 0.04
H 14.37865 12.00116 7.69563 0.37
H 15.24788 11.36910 9.15316 0.40
H 16.81493 12.33434 6.84878 0.48
H 17.71659 13.52843 7.55475 0.16
H 17.60658 11.90798 8.35592 0.29
H 15.13633 14.33402 6.91349 0.60
H 14.23252 14.74171 8.32358 0.24
H 16.93064 15.71867 7.48647 -0.33
H 15.55217 16.63919 7.68145 0.51
H 15.37989 16.20649 10.12145 0.33
H 16.87996 16.97651 9.78909 -0.33
H 18.89741 15.85087 10.38978 -0.85
H 18.76544 14.75917 9.00696 -0.51
H 19.01482 14.15821 10.59498 0.82
H 17.34322 14.50146 12.51860 0.34
H 15.72599 14.95830 12.10579 0.38
H 17.09036 16.17646 12.15911 0.11
H 17.44993 12.26477 10.48958 0.38
C 7.99907 12.88043 13.68609 -1.87
C 9.07568 13.38509 12.64509 1.42
C 9.09802 12.41078 11.44943 -1.49
C 8.46086 14.72075 12.14958 -1.18
C 9.44348 15.60830 11.41055 -0.92
C 10.73895 15.85897 12.26555 -1.22
C 11.38509 14.52905 12.78606 1.95
C 12.03835 13.85916 11.58045 -1.58
C 12.32780 15.05870 13.91621 -1.93
N 10.32049 13.61734 13.36667 0.22
O 10.80675 12.58442 14.00114 -0.44
H 7.10438 12.51082 13.18507 0.40
H 8.37731 11.99893 14.20375 0.39
H 7.75409 13.65510 14.41271 0.42
H 9.26471 11.38833 11.78841 0.40
H 8.22548 12.39852 10.79627 0.37
H 9.89222 12.65984 10.74565 0.28
H 7.69316 14.47367 11.41630 0.48
H 7.96102 15.22120 12.97893 0.39
H 9.75995 15.24504 10.43281 0.34
H 8.87632 16.48344 11.09340 0.41
H 10.44847 16.43147 13.14644 0.25
H 11.45190 16.47422 11.71666 0.55
H 11.49748 13.81808 10.63500 0.29
H 12.33500 12.85678 11.88920 0.44
H 12.99031 14.38869 11.54219 0.10
H 11.82264 15.72391 14.61650 0.45
H 13.21475 15.60726 13.59915 0.05
H 12.79117 14.19644 14.39567 0.55
H 11.12675 11.97692 13.33020 0.38
C 23.81813 15.22928 9.29538 -1.87
C 22.21564 15.17488 9.47112 1.46
C 21.87053 13.88601 10.25016 -1.36
C 21.78153 16.37879 10.42211 0.10
C 21.75957 17.78767 9.73550 -1.15
C 20.90554 17.70540 8.51505 -0.49
C 21.30983 16.57823 7.41850 1.64
C 20.17816 16.41870 6.38628 -1.54
C 22.61222 17.12257 6.72874 -2.01
N 21.46898 15.32039 8.18665 1.11
O 21.80930 14.32935 7.35274 -0.61
H 24.07317 16.22820 8.94155 0.38
H 24.39244 15.04608 10.20352 0.46
H 24.14523 14.62707 8.44777 0.40
H 21.53485 14.02358 11.27802 0.07
H 21.04190 13.36167 9.77418 0.10
H 22.69197 13.18962 10.41855 0.47
H 20.79209 16.07354 10.76260 -1.03
H 22.45291 16.43965 11.27865 0.67
H 21.46259 18.49616 10.50878 0.37
H 22.77671 18.05921 9.45305 0.46
H 21.02714 18.69643 8.07782 0.33
H 19.87256 17.55054 8.82662 -0.20
H 20.39716 15.64580 5.64954 0.40
H 19.95210 17.38886 5.94379 0.43
H 19.29256 16.04301 6.89879 -0.01
H 23.10466 16.23025 6.34228 0.43
H 23.31824 17.56641 7.43063 0.29
H 22.42685 17.70804 5.82820 0.47
H 21.14042 13.70068 7.63376 0.38
C 12.51239 23.65670 8.98978 -1.77
C 13.85114 23.37138 9.71202 1.42
C 14.88052 24.46446 9.50187 -1.93
C 13.56485 23.29129 11.28880 -1.27
C 13.02925 21.91728 11.76541 -0.96
C 13.93805 20.80154 11.27509 -0.59
C 14.02107 20.75932 9.75217 1.65
C 15.14203 19.71788 9.49727 -1.93
C 12.67261 20.19934 9.11922 -1.98
N 14.42583 22.10574 9.19275 1.30
O 14.61973 22.09863 7.82005 -0.60
H 12.10503 24.62511 9.28018 0.46
H 12.68411 23.72443 7.91552 0.38
H 11.67453 22.95990 8.96590 0.29
H 15.04691 24.58267 8.43115 0.38
H 14.49978 25.41809 9.86753 0.53
H 15.81641 24.27676 10.02816 0.21
H 14.42249 23.60689 11.88289 0.34
H 12.70298 23.92625 11.49401 0.43
H 12.86252 21.88413 12.84207 0.40
H 12.00513 21.69584 11.46499 0.48
H 13.69997 19.80453 11.64576 0.20
H 14.88963 20.96958 11.77942 -0.04
H 16.07521 20.07171 9.93555 -0.24
H 15.51881 19.72885 8.47452 0.83
H 15.03665 18.75159 9.99051 0.46
H 11.84321 20.90658 9.11659 0.25
H 12.42142 19.16821 9.36776 0.29
H 12.70694 20.17615 8.03001 0.47
H 15.49093 21.69879 7.87237 0.38
C 21.98259 22.74918 7.53861 -1.90
C 21.30335 23.17476 8.79594 1.64
C 22.33251 23.04920 9.90741 -1.67
C 21.00439 24.69565 8.68406 -1.56
C 20.13747 25.33215 9.76783 -0.69
C 18.85130 24.47913 9.79571 -1.80
C 18.98906 22.93275 9.94586 3.39
C 19.28444 22.60884 11.36513 -2.17
C 17.61802 22.30036 9.51731 -1.74
N 20.04909 22.45467 9.03377 -0.14
O 20.18275 21.03454 9.05109 0.02
H 22.96282 23.21527 7.43847 0.42
H 22.16783 21.68347 7.67291 0.33
H 21.37823 22.89925 6.64400 0.40
H 22.03107 23.22644 10.93980 0.28
H 22.64820 22.01279 10.02695 0.32
H 23.18088 23.70684 9.71802 0.45
H 21.87911 25.32865 8.53474 0.43
H 20.47682 24.76967 7.73311 0.42
H 20.56769 25.31443 10.76918 0.35
H 19.82677 26.32096 9.43046 0.49
H 18.34491 24.64980 8.84569 0.59
H 18.13983 24.94590 10.47690 0.31
H 18.39893 22.50847 11.99275 0.44
H 19.85350 23.33398 11.94690 0.30
H 19.83932 21.67107 11.33728 0.34
H 17.70135 21.22470 9.36201 -0.16
H 17.19817 22.78144 8.63392 0.78
H 16.84844 22.44156 10.27621 0.08
H 19.71804 20.72491 8.27021 0.29
C 12.12911 18.67697 14.44704 -0.52
O 12.69131 18.04604 15.54811 0.03
C 12.49034 18.75434 16.78856 -1.18
C 13.54877 18.34861 17.82133 2.20
C 13.64524 16.79485 18.08526 -1.31
N 13.18046 19.05986 19.01302 -0.77
H 12.82131 18.64629 13.60561 0.12
H 11.90833 19.72799 14.63342 0.45
H 11.25135 18.12745 14.10694 0.02
H 12.41996 19.80746 16.51641 0.49
H 11.47962 18.56806 17.15168 0.38
H 14.51027 18.65405 17.40862 -1.05
H 12.90752 16.28976 18.70876 0.37
H 14.55483 16.30987 18.43956 0.32
H 13.53616 16.33099 17.10492 0.05
H 12.31093 18.62739 19.29047 0.32
H 13.76331 18.83298 19.80605 0.30
C 17.06588 21.54408 17.42208 -0.92
O 18.09418 20.71098 16.82827 -0.09
C 19.40119 20.95086 17.32989 -1.02
C 20.55200 20.15932 16.66458 1.17
C 20.80531 18.71658 17.11589 -1.11
N 21.81118 20.84759 16.94031 -0.82
H 17.26570 22.53891 17.02399 0.39
H 16.99445 21.62751 18.50653 0.34
H 16.04349 21.29765 17.13554 0.22
H 19.64954 22.01181 17.30080 0.35
H 19.38226 20.60020 18.36177 0.38
H 20.37218 20.22978 15.59183 -0.01
H 21.70497 18.18822 16.80040 0.36
H 19.96872 18.02809 16.99678 0.02
H 20.83618 18.79684 18.20249 0.38
H 21.78691 21.85207 16.83760 0.26
H 22.48056 20.56054 16.24057 0.28
C 18.36867 19.31544 11.54763 -0.71
O 17.71679 18.44621 12.46966 1.34
C 17.83549 18.71010 13.84429 -1.44
C 16.94691 17.71810 14.68734 2.29
C 15.50005 17.88452 14.47351 -1.76
N 17.18909 17.82583 16.11769 -0.59
H 17.89290 20.29608 11.55659 -0.42
H 18.37786 18.94681 10.52189 0.03
H 19.39445 19.42920 11.89826 0.68
H 18.89609 18.62645 14.08139 0.04
H 17.60602 19.75099 14.07225 0.42
H 17.24090 16.68142 14.52315 -0.73
H 15.27357 17.62074 13.44044 0.25
H 15.14057 18.87595 14.74904 0.48
H 14.83428 17.23647 15.04349 0.37
H 18.16059 17.99533 16.33577 -0.48
H 16.74603 18.68702 16.40429 -0.09
O 21.43965 15.57251 15.42318 -0.68
C 20.53802 15.85287 14.28319 0.85
C 20.05776 14.49865 13.61153 0.78
O 18.99480 13.78739 14.22546 -0.60
H 20.90411 15.72404 16.20538 0.36
H 19.80610 16.59940 14.59157 -0.40
H 21.16690 16.34167 13.53910 -0.12
H 20.93689 13.86738 13.48215 0.63
H 19.72161 14.58127 12.57796 -0.98
H 19.36620 13.38199 15.01242 0.28
O 19.44299 13.08300 17.10356 -0.50
C 18.16358 13.10941 17.77441 -0.76
C 17.35010 14.39418 17.39725 0.18
O 18.01654 15.64528 17.59765 -0.62
H 20.13574 13.47160 17.64272 0.27
H 17.63601 12.19122 17.51615 0.30
H 18.40084 13.12392 18.83818 0.36
H 16.38605 14.53244 17.88672 0.26
H 17.12705 14.30929 16.33370 0.03
H 17.69975 16.35460 17.03363 0.47